[1]
{
  "formula": "C25H38F6N2O9P",
  "method": "ωB97M-V/def2-TZVPD",
  "e_above_lowest_ev": 3.164,
  "spin_multiplicity": 1,
  "orbital_gap_ev": 8.334,
  "lumo_energy_ev": 2.2,
  "total_charge": -1,
  "e_homo_ev": -6.14,
  "species": ["P", "F", "F", "F", "F", "F", "F", "O", "C", "O", "C", "C", "C", "H", "H", "H", "H", "H", "H", "O", "C", "O", "C", "C", "C", "H", "H", "H", "H", "H", "H", "O", "C", "O", "C", "C", "C", "H", "H", "H", "H", "H", "H", "O", "C", "O", "C", "C", "C", "H", "H", "H", "H", "H", "H", "C", "O", "H", "H", "H", "H", "N", "C", "C", "C", "C", "H", "H", "H", "H", "H", "N", "C", "C", "C", "C", "H", "H", "H", "H", "H"],
  "coordinates": [[0.44, -0.16, -0.38], [1.45, 0.00, 0.95], [-0.22, -1.62, -0.17], [-0.75, 0.65, 0.26], [-0.29, -0.14, -1.86], [1.06, 1.32, -0.79], [1.76, -0.90, -1.12], [-5.69, 2.98, -3.39], [-5.26, 2.31, -2.38], [-6.02, 1.76, -1.37], [-5.25, 1.34, -0.19], [-3.94, 1.97, -0.52], [-3.82, 1.95, -2.05], [-5.08, 0.27, -0.10], [-5.68, 1.83, 0.68], [-3.15, 1.54, 0.09], [-4.01, 3.03, -0.28], [-3.71, 0.94, -2.47], [-3.13, 2.73, -2.34], [-2.61, -5.80, -3.61], [-2.80, -5.27, -2.51], [-2.00, -4.30, -2.03], [-2.29, -4.01, -0.70], [-3.80, -4.24, -0.63], [-3.83, -5.55, -1.50], [-2.03, -2.99, -0.42], [-1.93, -4.64, 0.12], [-4.32, -3.44, -1.16], [-4.18, -4.29, 0.39], [-4.84, -5.69, -1.87], [-3.53, -6.35, -0.82], [8.29, 1.30, 3.32], [7.04, 1.43, 3.31], [6.29, 2.40, 3.96], [4.85, 2.23, 3.65], [4.74, 0.84, 3.23], [6.10, 0.56, 2.55], [4.62, 2.99, 2.91], [4.09, 2.42, 4.41], [3.85, 0.60, 2.64], [4.57, 0.24, 4.12], [5.82, 0.82, 1.53], [6.44, -0.47, 2.53], [2.80, 4.59, -2.98], [2.89, 3.38, -3.31], [3.77, 2.58, -2.68], [3.72, 1.27, -3.16], [2.43, 1.15, -4.01], [2.23, 2.63, -4.49], [3.76, 0.47, -2.42], [4.57, 1.20, -3.84], [1.56, 0.91, -3.40], [2.56, 0.44, -4.83], [1.17, 2.82, -4.68], [2.72, 2.92, -5.42], [0.38, -2.62, -3.88], [1.56, -1.88, -3.76], [0.39, -3.71, -3.97], [-0.27, -2.29, -3.07], [-0.26, -2.23, -4.67], [1.39, -1.14, -3.17], [1.22, 2.51, 2.26], [1.66, 3.83, 2.15], [1.92, 4.33, 3.41], [1.45, 3.42, 4.33], [1.20, 2.25, 3.60], [1.10, 1.81, 1.54], [1.83, 4.26, 1.17], [2.23, 5.34, 3.59], [1.50, 3.67, 5.38], [0.90, 1.28, 3.98], [-1.82, -2.42, 3.25], [-2.75, -3.22, 3.85], [-3.98, -2.86, 3.37], [-3.86, -1.81, 2.39], [-2.46, -1.68, 2.27], [-0.84, -2.28, 3.44], [-2.47, -3.99, 4.55], [-4.95, -3.16, 3.74], [-4.65, -1.34, 1.83], [-1.90, -1.00, 1.65]]
}

---

[2]
{
  "formula": "C25H38MnN5PS",
  "method": "ωB97M-V/def2-TZVPD",
  "spin_multiplicity": 6,
  "orbital_gap_ev": [6.914, 6.679],
  "lumo_energy_ev": [0.4, 0.1],
  "e_homo_ev": [-6.54, -6.61],
  "species": ["Mn", "N", "C", "S", "N", "N", "C", "C", "C", "C", "C", "C", "C", "C", "C", "C", "C", "C", "N", "H", "H", "H", "H", "H", "H", "H", "H", "H", "H", "H", "C", "C", "C", "C", "P", "N", "C", "C", "C", "C", "C", "C", "C", "C", "H", "H", "H", "H", "H", "H", "H", "H", "H", "H", "H", "H", "H", "H", "H", "H", "H", "H", "H", "H", "H", "H", "H", "H", "H", "H", "H"],
  "coordinates": [[2.87, 0.81, -0.70], [4.87, -1.69, 2.29], [4.16, -0.77, 1.60], [4.85, -0.26, 0.07], [3.05, -0.35, 2.14], [2.32, 0.48, 1.37], [1.25, 1.12, 1.73], [0.57, 0.98, 3.03], [1.26, 0.60, 4.20], [0.57, 0.26, 5.35], [-0.82, 0.32, 5.40], [-1.50, 0.76, 4.28], [-0.82, 1.09, 3.12], [0.72, 1.89, 0.49], [-0.32, 2.95, 0.69], [-0.39, 4.00, -0.16], [0.64, 4.26, -1.11], [1.78, 3.52, -0.97], [1.92, 2.48, -0.15], [5.82, -1.85, 2.00], [4.66, -1.79, 3.27], [2.33, 0.58, 4.20], [1.12, -0.05, 6.23], [-1.35, 0.03, 6.29], [-2.58, 0.85, 4.30], [-1.39, 1.40, 2.26], [-1.05, 2.85, 1.47], [-1.21, 4.70, -0.07], [0.58, 5.09, -1.80], [2.69, 3.81, -1.51], [-0.17, -2.08, 1.24], [-0.11, -2.08, -0.30], [-1.02, -3.20, -0.83], [1.34, -2.39, -0.68], [-0.53, -0.35, -1.04], [0.32, 0.86, -0.54], [-0.02, -0.36, -2.89], [-0.37, -1.62, -3.68], [-0.69, 0.86, -3.53], [1.49, -0.12, -3.04], [-2.44, -0.16, -0.97], [-2.79, 1.32, -1.16], [-3.21, -1.00, -2.00], [-2.92, -0.57, 0.43], [-0.10, -3.12, 1.57], [-1.07, -1.65, 1.66], [0.69, -1.56, 1.66], [-0.55, -4.16, -0.61], [-1.17, -3.15, -1.90], [-1.99, -3.19, -0.33], [1.74, -3.16, -0.01], [1.96, -1.52, -0.54], [1.43, -2.76, -1.70], [-1.42, -1.90, -3.58], [0.24, -2.47, -3.38], [-0.17, -1.44, -4.74], [-1.75, 0.69, -3.72], [-0.21, 1.08, -4.49], [-0.57, 1.74, -2.89], [2.10, -0.96, -2.70], [1.78, 0.82, -2.53], [1.71, 0.03, -4.10], [-2.77, 1.62, -2.20], [-2.11, 1.96, -0.61], [-3.80, 1.50, -0.79], [-3.02, -0.67, -3.02], [-4.28, -0.88, -1.81], [-2.97, -2.06, -1.92], [-2.37, -0.04, 1.21], [-2.84, -1.64, 0.59], [-3.98, -0.29, 0.53]]
}

---

Repeat the first record exactly.
{
  "formula": "C25H38F6N2O9P",
  "method": "ωB97M-V/def2-TZVPD",
  "e_above_lowest_ev": 3.164,
  "spin_multiplicity": 1,
  "orbital_gap_ev": 8.334,
  "lumo_energy_ev": 2.2,
  "total_charge": -1,
  "e_homo_ev": -6.14,
  "species": ["P", "F", "F", "F", "F", "F", "F", "O", "C", "O", "C", "C", "C", "H", "H", "H", "H", "H", "H", "O", "C", "O", "C", "C", "C", "H", "H", "H", "H", "H", "H", "O", "C", "O", "C", "C", "C", "H", "H", "H", "H", "H", "H", "O", "C", "O", "C", "C", "C", "H", "H", "H", "H", "H", "H", "C", "O", "H", "H", "H", "H", "N", "C", "C", "C", "C", "H", "H", "H", "H", "H", "N", "C", "C", "C", "C", "H", "H", "H", "H", "H"],
  "coordinates": [[0.44, -0.16, -0.38], [1.45, 0.00, 0.95], [-0.22, -1.62, -0.17], [-0.75, 0.65, 0.26], [-0.29, -0.14, -1.86], [1.06, 1.32, -0.79], [1.76, -0.90, -1.12], [-5.69, 2.98, -3.39], [-5.26, 2.31, -2.38], [-6.02, 1.76, -1.37], [-5.25, 1.34, -0.19], [-3.94, 1.97, -0.52], [-3.82, 1.95, -2.05], [-5.08, 0.27, -0.10], [-5.68, 1.83, 0.68], [-3.15, 1.54, 0.09], [-4.01, 3.03, -0.28], [-3.71, 0.94, -2.47], [-3.13, 2.73, -2.34], [-2.61, -5.80, -3.61], [-2.80, -5.27, -2.51], [-2.00, -4.30, -2.03], [-2.29, -4.01, -0.70], [-3.80, -4.24, -0.63], [-3.83, -5.55, -1.50], [-2.03, -2.99, -0.42], [-1.93, -4.64, 0.12], [-4.32, -3.44, -1.16], [-4.18, -4.29, 0.39], [-4.84, -5.69, -1.87], [-3.53, -6.35, -0.82], [8.29, 1.30, 3.32], [7.04, 1.43, 3.31], [6.29, 2.40, 3.96], [4.85, 2.23, 3.65], [4.74, 0.84, 3.23], [6.10, 0.56, 2.55], [4.62, 2.99, 2.91], [4.09, 2.42, 4.41], [3.85, 0.60, 2.64], [4.57, 0.24, 4.12], [5.82, 0.82, 1.53], [6.44, -0.47, 2.53], [2.80, 4.59, -2.98], [2.89, 3.38, -3.31], [3.77, 2.58, -2.68], [3.72, 1.27, -3.16], [2.43, 1.15, -4.01], [2.23, 2.63, -4.49], [3.76, 0.47, -2.42], [4.57, 1.20, -3.84], [1.56, 0.91, -3.40], [2.56, 0.44, -4.83], [1.17, 2.82, -4.68], [2.72, 2.92, -5.42], [0.38, -2.62, -3.88], [1.56, -1.88, -3.76], [0.39, -3.71, -3.97], [-0.27, -2.29, -3.07], [-0.26, -2.23, -4.67], [1.39, -1.14, -3.17], [1.22, 2.51, 2.26], [1.66, 3.83, 2.15], [1.92, 4.33, 3.41], [1.45, 3.42, 4.33], [1.20, 2.25, 3.60], [1.10, 1.81, 1.54], [1.83, 4.26, 1.17], [2.23, 5.34, 3.59], [1.50, 3.67, 5.38], [0.90, 1.28, 3.98], [-1.82, -2.42, 3.25], [-2.75, -3.22, 3.85], [-3.98, -2.86, 3.37], [-3.86, -1.81, 2.39], [-2.46, -1.68, 2.27], [-0.84, -2.28, 3.44], [-2.47, -3.99, 4.55], [-4.95, -3.16, 3.74], [-4.65, -1.34, 1.83], [-1.90, -1.00, 1.65]]
}